# 1
17
Properties=species:S:1:pos:R:3:forces:R:3 method="wB97M-V/def2-TZVPD" total_charge=0 de_lowest_kj_mol=182.3
O 1.89002 -0.42529 -0.27801 -0.3 0.8 -0.5
O 2.79710 2.17673 -0.06881 0.2 0.5 0.0
O -2.05668 0.60493 -0.13927 0.1 0.0 -0.1
Si 2.35731 -1.71181 0.60263 0.2 -0.2 0.0
Si -1.61725 1.61677 1.04732 -0.3 -0.2 -0.3
Si -2.34542 -0.72391 -1.01849 -0.1 0.3 0.1
Si 2.04644 1.08750 -0.78627 -0.1 -0.6 0.4
H 1.15643 -2.53618 0.68293 -0.1 -0.4 0.2
H 2.84059 -1.27048 1.90606 0.1 -0.1 0.3
H 3.42492 -2.32454 -0.18875 0.2 -0.3 0.1
H -2.64145 2.65918 1.03944 0.0 0.4 0.2
H -1.61332 0.86319 2.30025 0.1 0.0 0.4
H -0.28601 2.11915 0.70528 0.3 0.2 0.1
H -1.35747 -0.74396 -2.09649 0.1 -0.2 -0.3
H -2.21859 -1.88882 -0.14209 0.0 -0.3 0.0
H -3.71027 -0.56450 -1.52638 -0.2 -0.2 -0.2
H 1.33365 1.06204 -2.03936 -0.2 0.4 -0.4

***

# 2
12
Properties=species:S:1:pos:R:3:forces:R:3 method="wB97M-V/def2-TZVPD" total_charge=0 de_lowest_kj_mol=348.2
C -0.70814 -0.79708 0.35262 0.3 -2.5 -1.3
C 0.10084 0.49772 0.05754 0.2 -2.7 1.1
C -0.54075 1.64081 -0.05970 -0.6 1.2 -0.1
C 1.61473 0.28403 0.03725 1.3 -2.3 -0.2
H -2.64470 -1.27865 -0.78215 3.1 2.9 3.0
H -0.68508 -1.07670 1.54250 -0.3 0.9 -3.0
H -0.13405 -1.75612 -0.22081 -1.9 2.7 1.5
H -1.68466 1.63877 -0.24992 2.3 0.3 0.7
H 0.10837 2.52776 0.09284 -0.9 -0.1 -0.8
H 2.32639 1.19027 0.27896 -1.2 -1.4 -0.6
O -2.10819 -0.51464 -0.15020 -0.7 -3.3 -1.5
O 2.09740 -0.86014 -0.22325 -1.6 4.3 1.0

***

# 3
70
Properties=species:S:1:pos:R:3:forces:R:3 method="wB97M-V/def2-TZVPD" total_charge=+1
Hg -4.64576 -3.10586 -3.12630 0.0 0.0 0.1
C -2.27547 -1.91402 3.21513 -0.4 -0.1 -0.4
C -1.99282 -2.61231 1.87323 -3.6 0.0 0.3
O -2.90602 -2.68480 0.84896 2.4 0.6 2.4
H -3.05035 -2.52124 3.68305 -0.4 0.1 0.1
H -2.59026 -0.87156 3.16738 -0.3 -0.1 -0.4
H -1.45531 -1.91193 3.93306 0.4 -0.4 -0.5
H -1.51964 -3.58340 2.01877 0.6 -0.7 -0.4
H -1.15857 -2.10716 1.38644 1.3 0.5 -1.2
C -0.54087 -8.24117 -0.84393 0.7 1.1 0.6
C 0.63769 -8.33690 0.14619 -0.5 -0.1 0.5
O 1.40562 -9.44566 -0.32209 1.2 -0.1 0.0
S 1.45226 -9.54219 -1.95190 -0.9 -1.9 0.7
O 1.59317 -10.98085 -2.27324 -1.0 4.0 0.8
O 2.29897 -8.60451 -2.64244 -1.1 -0.6 1.2
O -0.12193 -8.96057 -1.93300 1.2 -1.6 -3.5
H -0.64148 -7.18175 -1.07972 -0.3 0.1 -0.3
H -1.52064 -8.63997 -0.58100 0.3 -0.1 0.6
H 0.24578 -8.46288 1.15546 0.3 -0.9 0.0
H 1.26777 -7.45309 0.24608 0.0 0.1 -0.7
C 2.30944 -1.95668 -3.16959 0.7 -0.2 0.4
C 2.77062 -1.66915 -4.60746 -0.2 -1.6 -0.6
O 4.01461 -1.03994 -4.52284 2.0 0.6 0.6
S 4.79524 -1.31915 -3.08211 1.7 0.8 -0.6
O 5.60036 -0.11658 -2.68756 -3.2 -3.8 -1.2
O 5.46876 -2.63593 -3.13103 -2.2 3.1 0.4
O 3.32457 -1.34469 -2.33965 0.8 0.4 0.6
H 2.31996 -2.98819 -2.81746 -0.1 -0.3 -0.8
H 1.30303 -1.57285 -3.00256 0.4 0.6 0.5
H 2.10201 -1.09594 -5.24971 0.0 0.6 0.6
H 2.87424 -2.60087 -5.16359 0.2 -0.3 0.1
C 3.67937 -0.04085 4.76226 -0.6 0.1 -0.5
C 3.34188 0.55520 3.34956 -0.1 -0.4 1.2
O 4.33993 0.02162 2.55120 1.8 -1.3 -1.1
S 4.88674 -1.48120 3.05917 0.6 2.1 -0.1
O 6.31447 -1.36620 3.19897 -1.7 -0.6 -0.6
O 4.24059 -2.51599 2.30354 0.6 0.8 0.8
O 4.23446 -1.32016 4.49652 -0.3 -1.6 -0.4
H 2.76490 -0.21732 5.32857 0.2 0.2 0.3
H 4.48528 0.42050 5.33302 -0.5 0.9 -0.1
H 3.32195 1.64497 3.33908 0.5 0.0 0.0
H 2.40454 0.23428 2.89514 -0.5 -0.2 0.7
C -5.94377 3.37919 -0.22422 -0.5 0.1 2.0
C -6.98126 3.86393 0.60293 0.5 1.1 -1.2
C -7.43210 5.17900 0.41605 0.3 -0.2 -0.7
C -6.91682 5.89579 -0.69176 -0.3 -0.1 0.4
C -5.98636 5.31629 -1.54873 0.5 1.4 -0.3
C -5.37843 4.13615 -1.23647 -0.7 -1.9 0.7
N -7.33073 7.32258 -1.03807 -0.6 -0.7 -1.8
O -7.22523 7.67335 -2.21056 0.6 -0.8 0.6
O -7.84415 8.01672 -0.21682 -0.2 0.1 1.7
H -5.52948 2.45433 0.14915 0.3 -0.3 -0.6
H -7.41605 3.27602 1.39774 0.2 -0.1 0.0
H -8.17362 5.51718 1.12470 0.0 0.7 -0.3
H -5.62316 5.84780 -2.41590 -0.2 0.4 0.1
H -4.57562 3.65183 -1.77250 0.1 0.5 -0.4
C 0.25733 4.45881 0.77204 -0.9 1.2 1.5
C 0.99753 5.57245 1.22645 -0.6 -0.6 0.1
C 2.22528 5.88702 0.67410 0.1 -0.5 -0.7
C 2.73147 5.04236 -0.33781 -2.1 0.1 1.0
C 1.96246 3.93006 -0.74915 1.0 0.3 -0.3
C 0.69987 3.67518 -0.21039 2.1 -0.8 -1.6
N 3.97247 5.38214 -0.98943 2.5 -0.5 -2.1
O 4.58219 6.43226 -0.80870 -1.5 -0.5 0.8
O 4.40297 4.54403 -1.79065 -0.8 0.3 0.8
H -0.69806 4.12679 1.15072 -0.2 0.7 0.6
H 0.58134 6.16044 2.03109 0.1 0.2 0.0
H 2.76676 6.77005 0.97976 0.1 -0.1 0.0
H 2.34907 3.23700 -1.48168 0.2 0.3 -0.2
H 0.14667 2.81819 -0.56526 -0.1 0.0 0.0

***

# 4
11
Properties=species:S:1:pos:R:3:forces:R:3 method="wB97M-V/def2-TZVPD" total_charge=0 de_lowest_kj_mol=203.6
N 0.58564 -0.33872 -0.90751 0.2 -0.3 0.0
C -0.40385 0.13367 -0.07105 1.4 1.0 2.1
N -1.10907 1.22443 -0.51357 -0.3 -0.1 0.1
C -0.25991 -0.30359 1.21735 -2.2 0.1 0.0
C 1.50780 -1.10744 -0.25948 0.3 -1.0 -2.5
N 2.27053 -1.96880 -0.11275 -0.1 0.9 0.6
H 0.66021 -0.06867 -1.87983 0.1 -0.6 0.2
H -1.71014 1.65162 0.17882 0.1 -0.2 -0.2
H -0.65251 1.88123 -1.12669 0.1 0.0 0.1
H -0.17872 -1.35321 1.45013 0.8 -0.1 -0.2
H -0.70997 0.24948 2.02458 -0.4 0.3 0.0

***

# 5
16
Properties=species:S:1:pos:R:3:forces:R:3 method="wB97M-V/def2-TZVPD" total_charge=0 de_lowest_kj_mol=94.4
C 1.11153 -0.98737 1.37866 0.1 0.0 0.1
C 0.76625 -0.47031 -0.01055 -0.1 0.2 0.2
O 1.02803 -1.53450 -0.91681 0.0 0.0 -0.3
C -0.67253 -0.00737 -0.09718 0.0 -0.1 0.1
C -1.03055 1.43112 0.13841 0.0 0.2 0.1
C -1.14013 0.84686 -1.24168 0.0 0.0 -0.2
H 0.33970 -1.67498 1.74086 0.1 0.1 -0.1
H 1.19726 -0.16206 2.09230 -0.1 -0.1 -0.1
H 2.06196 -1.52943 1.34645 -0.1 0.1 0.0
H 1.42001 0.38502 -0.25351 -0.1 -0.1 0.0
H 1.01070 -1.16538 -1.80811 -0.1 -0.2 0.1
H -1.38797 -0.74482 0.26351 0.1 0.1 -0.1
H -1.94273 1.65565 0.68275 0.1 -0.1 -0.1
H -0.22177 2.13626 0.31536 -0.1 -0.1 0.0
H -0.41018 1.16672 -1.98313 -0.1 -0.1 0.1
H -2.12958 0.65458 -1.64734 0.2 0.0 0.1

***

# 6
22
Properties=species:S:1:pos:R:3:forces:R:3 method="wB97M-V/def2-TZVPD" total_charge=+1 de_lowest_kj_mol=488.2
C -3.69179 -0.76729 0.80047 -1.2 -1.0 -0.1
C -2.53466 -1.10956 1.42078 0.6 -0.2 2.3
C -3.63060 -0.03279 -0.34231 1.8 2.3 -1.7
C -1.31905 -0.53753 1.12315 -1.2 1.1 -1.9
C -2.43204 0.61782 -0.78630 0.6 -3.5 4.5
C -1.28373 0.37196 0.01534 -0.7 -0.8 1.1
C 2.50074 -0.26125 0.23515 -0.3 -1.0 -0.9
N 0.09719 1.91318 -0.99690 0.7 -1.7 1.6
N 4.61616 0.22435 -0.74169 -0.2 0.8 0.4
N 3.45774 -0.47455 -0.60284 -0.2 0.7 1.1
N -0.01245 0.95296 -0.16466 0.6 1.5 -1.6
H -4.58981 -1.25598 1.22387 0.3 0.7 -0.8
H -2.71997 -1.70733 2.31270 0.8 -0.2 -0.1
H -4.44913 0.20295 -0.94593 -1.6 -0.1 -0.6
H -0.46191 -0.73160 1.70877 0.8 -0.1 0.5
H -2.16006 0.99684 -1.68462 -0.4 1.8 -2.8
H 1.59872 -0.89967 0.31981 1.0 0.3 -0.6
H 2.49622 0.59757 0.84060 0.4 0.9 0.9
H 1.12886 2.14205 -0.95974 -1.1 0.1 -0.3
H 4.67584 1.06737 -0.15224 0.3 -0.9 -0.7
H 5.35970 -0.08559 -1.38375 -1.0 0.2 0.6
H 3.35401 -1.22389 -1.23966 0.0 -1.1 -0.7

***

# 7
101
Properties=species:S:1:pos:R:3:forces:R:3 method="wB97M-V/def2-TZVPD" total_charge=-1 de_lowest_kj_mol=0.0
C -1.92895 -0.91341 0.23676 -0.1 -0.1 0.2
C -0.62681 -0.18171 0.52018 -0.1 0.5 -0.1
I 0.62143 -1.47118 1.72011 0.1 -0.1 0.2
C 0.12490 0.36932 -0.69892 0.1 -0.4 0.1
Al -0.33812 -0.24071 -2.57677 0.0 0.5 -0.1
C -2.02443 0.71282 -3.13291 0.1 -0.6 0.2
C -3.19803 -0.18016 -3.55274 -0.2 0.3 -0.4
C -3.11003 -0.89787 -4.92735 0.0 0.0 0.2
S -1.74187 -0.41338 -6.02922 0.1 0.1 -0.1
C -0.83093 -2.24667 -2.83815 -0.1 -0.3 -0.4
C 0.10872 -3.26389 -2.44340 0.0 0.0 0.5
O 0.38006 -3.72802 -1.38958 0.0 0.0 -0.1
I 1.23785 -4.07681 -4.22536 0.1 -0.1 -0.2
C 1.32393 0.13409 -3.73982 0.1 -0.2 0.0
I 1.11687 2.07379 -4.65528 0.0 0.1 0.0
C 2.63515 0.07316 -3.01002 -0.1 -0.1 -0.1
C 2.83736 -1.18922 -2.17959 0.3 0.1 0.1
I 4.38407 0.12449 -4.38698 0.0 0.1 0.1
H -1.75553 -1.96247 -0.00771 0.0 0.1 -0.2
H -2.46715 -0.41638 -0.57228 0.0 0.0 0.0
H -2.56821 -0.89583 1.12435 0.0 0.0 0.0
H -0.83485 0.63018 1.21723 0.1 -0.1 0.1
H 1.19489 0.30737 -0.49515 0.0 0.1 -0.1
H -0.08864 1.44644 -0.72157 0.0 0.0 -0.1
H -1.82636 1.47725 -3.88622 0.0 0.0 -0.1
H -2.36270 1.24621 -2.23918 0.1 0.1 0.0
H -4.10972 0.42617 -3.58876 0.0 -0.1 0.1
H -3.38085 -0.95165 -2.79780 0.0 0.0 0.1
H -4.01982 -0.71229 -5.49517 0.0 -0.1 0.0
H -3.03556 -1.97463 -4.79184 0.0 0.0 -0.1
H -1.07718 -1.57134 -5.99752 0.1 -0.1 0.0
H -0.99631 -2.31442 -3.90902 0.0 0.1 0.0
H -1.78006 -2.43398 -2.32862 0.1 0.2 0.2
H 1.33257 -0.55494 -4.58636 -0.1 0.0 0.0
H 2.79808 0.97659 -2.42826 0.0 0.0 0.1
H 1.94001 -1.43930 -1.61419 0.0 0.0 0.0
H 3.13569 -2.03240 -2.79743 -0.2 -0.1 0.0
H 3.64004 -1.02998 -1.45602 0.0 0.0 0.0
C -0.25817 5.71761 -7.87537 0.0 -0.1 0.0
N 0.62499 5.28581 -6.75706 0.0 -0.1 0.0
O 1.71553 4.83750 -7.03068 0.0 0.1 0.0
O 0.17888 5.41244 -5.63239 0.0 0.1 -0.1
H 0.26777 5.54350 -8.80600 0.0 0.0 0.0
H -1.16765 5.12840 -7.80632 0.0 0.0 0.0
H -0.47810 6.76959 -7.72159 0.0 0.0 0.0
C 3.46975 1.39119 3.12008 -0.3 0.0 0.0
N 2.48697 2.29915 2.45946 0.0 0.0 -0.1
O 1.35512 2.33631 2.89391 0.0 0.0 0.0
O 2.90218 2.95434 1.52468 0.0 0.0 0.1
H 2.96325 0.88272 3.93191 0.0 0.0 0.0
H 3.81838 0.69105 2.36887 0.0 0.0 0.0
H 4.28160 2.02050 3.47001 0.0 0.0 0.0
C 8.07767 1.01088 4.08962 0.0 0.0 0.1
N 6.78456 0.29783 4.28682 0.0 0.0 0.0
O 6.45922 0.00152 5.42008 0.0 0.0 -0.1
O 6.13394 0.06532 3.29003 0.1 -0.1 0.1
H 8.53869 1.14891 5.05976 0.0 0.0 0.0
H 8.68419 0.39501 3.43273 0.0 0.0 0.0
H 7.84990 1.95665 3.60720 0.0 0.0 0.0
C -5.07420 1.01092 1.33529 -0.1 0.2 0.0
N -4.90974 1.77567 0.06566 0.2 -0.2 0.0
O -5.39771 2.88206 -0.02054 0.0 0.0 0.0
O -4.27642 1.21003 -0.80348 -0.3 0.2 0.0
H -5.65930 1.60535 2.02772 0.0 0.0 0.0
H -5.56215 0.07486 1.08651 0.1 0.1 0.0
H -4.07657 0.81654 1.71757 0.0 0.0 0.0
C 4.30583 -2.46138 5.77111 0.0 0.0 0.1
N 3.01186 -3.19980 5.81901 0.0 0.1 -0.1
O 2.60350 -3.55436 6.91181 -0.1 0.0 -0.1
O 2.44847 -3.39431 4.76647 0.0 0.0 0.1
H 4.68221 -2.36890 6.78296 0.0 0.0 0.0
H 4.97646 -3.03522 5.13874 0.0 0.0 0.0
H 4.11329 -1.49338 5.31846 0.0 0.0 0.0
C -4.10808 -3.64216 1.29972 0.0 0.0 0.0
N -5.48412 -3.08890 1.44220 -0.1 0.1 0.0
O -5.61535 -1.97039 1.90897 0.1 -0.3 0.0
O -6.40483 -3.79148 1.07898 0.0 0.0 0.0
H -3.40270 -2.90844 1.66353 0.0 0.0 0.0
H -4.07505 -4.56164 1.87638 0.0 0.0 0.0
H -3.95768 -3.85364 0.24495 0.0 0.0 0.0
C 2.74274 6.55213 -3.90621 0.0 -0.1 0.2
N 3.54966 7.80111 -3.96463 0.0 0.1 0.0
O 3.80178 8.37486 -2.92355 0.0 0.0 -0.1
O 3.90518 8.17661 -5.06549 0.0 0.0 0.1
H 2.49875 6.35196 -2.87011 0.0 0.0 0.0
H 1.84869 6.70951 -4.49908 0.0 0.0 0.0
H 3.33782 5.75201 -4.33662 0.0 0.0 -0.1
C -8.93310 -1.91911 0.35643 0.0 -0.1 0.1
N -10.04374 -1.08224 -0.17727 0.0 0.0 0.0
O -11.17436 -1.33587 0.19063 0.1 0.0 0.0
O -9.74252 -0.19601 -0.94952 0.0 -0.1 0.1
H -9.35770 -2.65706 1.02491 0.0 0.0 0.0
H -8.43623 -2.38423 -0.48889 0.0 0.0 0.0
H -8.24335 -1.26086 0.87546 0.0 0.0 0.0
C 3.15838 -4.89707 9.83978 0.0 -0.1 0.0
N 4.64449 -4.81673 9.77365 0.1 0.0 0.0
O 5.28579 -5.73593 10.24181 0.0 0.1 0.0
O 5.12156 -3.82892 9.25184 0.0 -0.1 0.0
H 2.89590 -5.82472 10.33315 0.0 0.0 0.0
H 2.81586 -4.03013 10.39645 0.0 0.0 0.0
H 2.78849 -4.85220 8.82006 0.0 0.1 0.0

***

E_LUMO, record by record: 0.42; 0.10; -10.41; 0.45; 1.02; -4.52; 0.95 eV
Highest occupied orbital energy, record by record: -10.8; -9.9; -12.0; -8.3; -10.1; -12.3; -5.6 eV
DFT total energy, record by record: -1389.78635; -306.37367; -3513.98799; -281.51249; -271.71666; -491.96624; -4543.27923 Eh